Computed, not measured: a molecular structure, C23H36F5N6OTeTi, with ωB97M-V/def2-TZVPD.

```
73
Properties=species:S:1:pos:R:3:forces:R:3:lowdin_charge:R:1
Ti 0.1977 0.1328 1.7350 -0.462 -0.519 -0.612 1.1408
C 3.4284 -2.7543 -0.6366 0.062 0.017 -0.007 -0.0195
C 3.0215 -1.4008 -0.1354 -0.039 -0.005 -0.028 -0.2354
C 2.9850 -0.3002 -1.0103 -0.018 -0.031 0.009 0.0078
C 2.7337 0.9802 -0.5603 -0.007 0.019 0.008 -0.0389
C 2.5388 1.2139 0.8027 0.057 0.067 -0.035 -0.0970
C 2.5687 0.1335 1.6903 -0.088 -0.028 0.036 -0.1795
C 2.7715 -1.1765 1.2103 0.009 0.052 0.003 -0.0326
H 3.0655 -3.5548 0.0065 0.009 0.008 -0.008 0.0883
H 4.5188 -2.8193 -0.6490 0.002 -0.001 0.012 0.1154
H 3.0969 -2.9242 -1.6612 0.063 0.029 0.029 0.0797
H 3.1938 -0.4607 -2.0618 0.005 0.004 -0.001 0.1381
H 2.7496 1.8054 -1.2600 -0.005 0.003 0.008 0.1210
H 2.4510 2.2223 1.1854 0.013 0.000 -0.004 0.1179
H 2.5739 0.3057 2.7660 -0.016 0.022 -0.003 0.1381
H 2.8107 -1.9937 1.9197 0.000 -0.004 0.002 0.1381
C 0.3172 -4.0469 -1.1555 -0.243 -0.057 0.034 0.0069
N -0.3142 -2.7841 -0.7406 -0.085 -0.020 -0.014 -0.0648
C -0.3551 -1.7519 -1.7833 0.070 0.014 -0.012 0.0108
C -0.8604 -2.5815 0.4505 0.292 -0.116 0.079 -0.2805
N -1.0057 -1.2208 0.8579 0.040 0.304 0.199 -0.0722
C -3.1107 -0.2797 1.0744 0.028 0.013 -0.008 -0.2367
C -3.8133 -1.1723 1.8675 0.051 0.011 0.049 -0.0017
C -4.6648 -0.7265 2.8680 -0.026 -0.033 -0.010 -0.0646
C -4.7906 0.6371 3.0875 -0.021 0.031 -0.009 -0.0745
C -4.1607 1.5417 2.2349 0.074 -0.009 -0.026 -0.0124
C -3.3534 1.0978 1.1931 0.013 -0.022 -0.034 -0.1160
N -0.6922 1.3794 0.6941 0.536 0.112 0.187 0.0305
C -1.3864 2.2583 0.1133 -0.096 -0.040 -0.071 -0.3203
N -2.9268 2.0506 0.1019 -0.026 0.005 -0.035 -0.1193
C -3.6113 3.3867 0.2674 -0.102 -0.034 0.049 0.0368
C -3.4130 1.4498 -1.2139 0.059 0.013 -0.010 0.0748
N -0.9327 3.4017 -0.4101 -0.054 0.007 0.086 -0.1094
C 0.3765 3.8773 0.0500 0.023 0.011 -0.020 0.0020
C -1.4110 4.1191 -1.6023 0.140 0.019 -0.102 -0.0050
N -1.2642 -3.5721 1.2423 -0.086 0.037 -0.111 -0.0943
C -1.8593 -4.8270 0.7526 0.181 -0.012 -0.118 0.0044
C -1.1827 -3.5137 2.7035 -0.122 0.121 0.014 -0.0044
H 1.2043 -3.7890 -1.7279 -0.104 -0.030 0.020 0.0765
H -0.3352 -4.6452 -1.7886 -0.066 -0.029 0.025 0.1147
H 0.6221 -4.6153 -0.2841 -0.054 -0.051 0.078 0.1028
H 0.5137 -1.8784 -2.4232 0.012 0.012 -0.002 0.1002
H -0.3400 -0.7590 -1.3425 0.011 -0.024 -0.021 0.0722
H -1.2543 -1.8713 -2.3883 0.009 -0.009 -0.011 0.1148
H -3.6889 -2.2260 1.6721 0.078 -0.128 0.023 0.1284
H -5.2254 -1.4329 3.4668 0.007 -0.001 0.001 0.1394
H -5.4323 1.0142 3.8735 0.009 0.004 0.006 0.1410
H -4.3434 2.5901 2.4036 -0.017 0.043 -0.026 0.1252
H -3.2560 3.8727 1.1709 0.000 0.002 0.001 0.1280
H -4.6832 3.2157 0.2999 -0.018 -0.007 0.037 0.1313
H -3.3805 4.0019 -0.5905 -0.128 -0.066 0.099 0.0799
H -2.7169 0.6794 -1.5273 -0.034 0.022 0.002 0.1066
H -3.4985 2.2352 -1.9544 0.016 -0.013 -0.015 0.1000
H -4.3965 1.0247 -1.0328 -0.012 0.012 -0.008 0.1337
H 0.5285 3.5887 1.0857 -0.007 0.007 0.003 0.0913
H 0.3768 4.9635 -0.0203 0.001 -0.003 -0.006 0.1171
H 1.1796 3.4864 -0.5751 -0.004 -0.016 0.003 0.0906
H -2.1271 3.5406 -2.1717 0.013 0.033 -0.019 0.0791
H -0.5507 4.2855 -2.2497 0.005 -0.023 -0.007 0.1169
H -1.8239 5.0931 -1.3403 0.016 -0.004 0.020 0.1155
H -2.2144 -4.7119 -0.2645 0.047 0.021 -0.133 0.1036
H -2.7168 -5.0407 1.3905 0.020 0.022 -0.003 0.1087
H -1.1712 -5.6675 0.8236 0.040 -0.001 -0.022 0.1090
H -0.6867 -2.6017 3.0105 -0.168 -0.234 0.026 0.0399
H -0.5903 -4.3629 3.0459 0.013 -0.005 -0.013 0.1211
H -2.1763 -3.6062 3.1419 -0.070 0.005 -0.018 0.0990
F -2.9068 -0.5416 5.9615 -0.050 0.064 -0.085 -0.4038
Te -1.9048 0.1118 4.5602 0.180 0.036 0.240 2.0895
F -0.3580 1.1708 3.2172 -0.213 -0.041 0.039 -0.4981
F -2.3501 1.8460 4.9469 0.088 -0.105 0.014 -0.3655
F -0.4017 0.0388 5.5875 -0.062 0.055 0.094 -0.3627
F 0.4491 -1.1808 3.0112 0.210 0.478 0.006 -0.4224
O -2.1957 -0.7675 0.1567 -0.001 -0.011 0.125 -0.0963
```
Positions in Å, forces in eV/Å.

ΔE to the lowest compared entry with this formula, charge and spin = 86.2 kcal/mol
E_LUMO = -9.75 eV
HOMO-LUMO gap = 7.928 eV
Charge = +3